# C26H29N10RbS2

C26H29N10RbS2 as an isolated structure at a distorted geometry (wB97M-V/def2-TZVPD, OMol25).

Orbital gap   6.47 eV
Total charge   0
Energy above the lowest of the compared OMol25 structures with the same formula, charge and spin   0.944 eV

Last column: Löwdin charge in e.
Element x y z (Å)
N  4.87  -0.17  -3.00  0.080
H  -2.43  -0.50  1.56  0.102
H  5.46  -0.99  -3.08  0.079
C  -1.56  -3.18  0.13  -0.403
H  4.78  0.40  -3.83  0.080
H  0.17  -3.64  -0.99  0.072
H  2.83  1.91  -3.04  0.089
N  2.48  -2.71  0.22  0.025
H  4.42  2.52  -3.60  0.080
C  -4.50  0.71  -0.96  -0.085
C  4.88  0.42  -1.77  -0.945
H  0.92  -4.93  3.97  0.102
C  1.53  -3.73  2.32  -0.029
C  -4.08  -0.28  -1.84  -0.097
C  -0.63  -4.17  -0.49  0.001
S  5.39  -0.43  -0.42  0.567
C  -2.40  -1.48  1.12  -0.159
C  -1.81  0.50  -1.64  -0.041
H  -4.44  6.97  1.41  0.098
H  4.19  1.98  -0.73  -0.012
C  0.75  3.34  -0.11  -0.926
H  -3.89  6.08  3.66  0.091
H  -0.19  -4.81  0.27  0.077
H  3.51  -6.92  1.19  0.108
N  -0.15  2.28  -0.36  -0.056
H  3.51  3.39  -2.36  0.069
C  -2.76  6.06  0.47  -0.046
C  -1.63  5.25  0.63  -0.273
H  0.96  -2.86  2.62  0.103
N  -0.87  4.97  -0.50  -0.024
N  -1.39  2.47  -0.17  0.081
H  -0.77  0.46  -1.93  0.102
C  -3.44  -2.33  0.92  -0.098
C  -2.13  5.07  2.97  -0.095
H  -3.88  2.38  0.26  0.116
C  -2.24  1.48  -0.75  -0.259
C  3.76  2.40  -2.74  -0.107
C  -2.74  -0.38  -2.18  -0.087
C  2.21  -6.03  2.66  -0.091
H  -1.16  -4.79  -1.21  0.080
H  -4.80  -0.97  -2.26  0.101
H  -4.48  -2.27  1.15  0.110
N  0.46  4.57  -0.43  0.017
C  2.97  -6.04  1.50  -0.019
S  2.37  2.91  0.29  0.459
C  -3.27  5.85  2.81  -0.118
C  2.29  -3.72  1.15  -0.268
H  -1.00  5.65  -1.24  0.129
N  -1.24  -2.01  0.62  0.068
H  -5.55  0.79  -0.70  0.103
H  4.24  -5.08  -0.96  0.159
H  -2.41  -1.14  -2.87  0.104
C  -3.57  6.34  1.55  -0.108
H  2.16  -6.92  3.26  0.100
C  3.26  -3.23  -0.68  -0.198
H  -3.37  -4.25  -0.01  0.155
C  2.99  -4.86  0.76  -0.203
Rb  1.35  -0.08  0.71  0.643
H  3.64  -2.70  -1.54  0.102
H  -1.88  4.68  3.95  0.100
N  -2.89  -3.42  0.28  0.099
C  -1.32  4.75  1.89  -0.036
N  3.60  -4.52  -0.43  0.133
C  1.50  -4.89  3.06  -0.086
N  4.43  1.68  -1.68  -0.092
C  -3.58  1.59  -0.42  -0.025
H  -3.00  6.45  -0.51  0.104
H  -0.44  4.15  2.04  0.099

# C26H29N3O3S

The molecule C26H29N3O3S at a distorted geometry (wB97M-V/def2-TZVPD, OMol25).

Orbital gap   9.40 eV
Total charge   0
Energy above the lowest of the compared OMol25 structures with the same formula, charge and spin   0.790 eV
SMILES   CCN1CCN(C(=O)c2ccc(CN(c3ccccc3)S(=O)(=O)c3ccccc3)cc2)CC1

Last column: Löwdin charge in e.
Element x y z (Å)
N  3.27  0.90  -0.03  -0.177
C  -2.60  -1.09  1.52  -0.125
H  -2.47  -2.95  0.45  0.113
C  2.76  2.04  0.71  -0.131
H  -4.61  -3.10  -1.44  0.120
H  1.93  4.12  -4.99  0.106
S  4.61  1.23  -0.98  0.678
H  -3.35  -4.84  -0.21  0.059
H  -4.62  -4.93  1.02  0.077
H  -1.54  -0.86  1.41  0.109
H  1.16  -0.68  0.12  0.112
C  3.22  -0.37  0.61  -0.265
H  3.24  2.11  1.70  0.138
C  -0.67  1.37  2.16  -0.024
H  3.04  2.93  0.14  0.120
O  5.54  2.08  -0.30  -0.279
H  5.18  -2.55  2.27  0.106
H  -5.34  0.79  1.50  0.123
H  -2.76  -1.60  2.48  0.134
C  0.69  1.57  2.06  -0.025
C  1.98  -2.33  1.23  -0.076
C  -3.04  -2.03  0.39  -0.168
O  5.07  -0.01  -1.53  -0.259
N  -3.39  0.11  1.50  -0.046
H  -6.00  -3.35  -0.37  0.113
C  2.03  -1.09  0.61  -0.012
C  -2.96  1.34  1.13  -0.425
H  -5.02  -0.63  2.54  0.131
H  0.90  2.42  -1.19  0.108
C  -1.48  1.52  1.04  -0.149
C  -5.23  -1.11  0.45  -0.171
H  -2.83  -1.54  -0.58  0.133
O  -3.73  2.26  0.91  0.074
C  -4.41  -4.74  -0.03  -0.089
C  4.08  3.51  -2.46  -0.057
H  3.07  -3.82  2.30  0.101
H  -4.93  -5.48  -0.63  0.070
H  4.83  3.97  -1.84  0.114
C  2.18  2.22  -4.03  -0.070
C  3.11  -2.85  1.82  -0.087
H  -1.11  1.08  3.10  0.125
C  -0.91  1.93  -0.16  0.001
H  1.32  1.43  2.93  0.120
C  -4.81  -0.16  1.58  -0.117
C  3.41  4.21  -3.45  -0.065
C  2.46  3.57  -4.23  -0.073
H  3.62  5.26  -3.61  0.107
C  2.85  1.52  -3.05  -0.069
C  4.30  -2.14  1.81  -0.067
C  3.79  2.17  -2.27  -0.285
C  -4.91  -3.35  -0.40  -0.264
N  -4.45  -2.33  0.54  -0.187
H  1.44  1.73  -4.64  0.108
H  -5.08  -0.60  -0.52  0.134
H  -6.29  -1.35  0.56  0.122
C  0.45  2.12  -0.25  -0.013
C  1.27  1.93  0.85  -0.215
H  2.66  0.47  -2.86  0.120
H  5.27  -0.32  1.19  0.113
H  -1.55  2.08  -1.02  0.122
H  1.05  -2.88  1.23  0.099
C  4.35  -0.89  1.21  -0.019

# C26H29N5RuS2

C26H29N5RuS2 as an isolated structure (wB97M-V/def2-TZVPD, OMol25).

Orbital gap (spin up / spin down)   7.59 / 5.45 eV
Total charge   0
Energy above the lowest of the compared OMol25 structures with the same formula, charge and spin   0.298 eV
Multiplicity   5

Last column: Löwdin charge in e.
Element x y z (Å)
H  -3.31  2.85  -2.68  0.086
S  0.24  -2.83  -1.25  0.771
H  -5.17  0.61  0.50  0.081
H  -1.36  -3.10  0.85  0.045
Ru  0.08  -0.35  -0.21  1.035
H  -4.51  2.22  0.82  0.081
C  1.10  2.91  -0.91  -0.122
H  -4.88  3.36  -2.03  0.083
H  -3.41  3.54  -1.06  0.081
H  -4.25  0.54  -3.14  0.087
H  6.20  -0.43  -0.76  0.106
H  -0.64  -3.00  3.71  0.111
H  3.89  -1.61  2.32  0.097
C  0.35  -2.72  3.38  -0.029
H  1.54  1.42  2.05  0.078
H  -0.39  0.51  2.75  0.073
C  2.78  1.26  -0.21  -0.236
C  0.51  -1.89  2.29  -0.213
C  1.25  2.22  1.37  -0.069
C  -5.00  1.59  0.07  -0.060
C  -1.74  -2.23  1.36  -0.095
C  0.38  -2.49  -2.88  -0.749
C  2.97  -0.07  0.21  -0.239
H  -2.48  -1.73  0.74  0.075
C  -1.74  0.42  -0.63  -0.217
C  2.72  -2.76  3.69  -0.079
C  1.46  -3.18  4.08  -0.082
H  0.20  2.47  1.52  0.086
H  4.35  -1.71  0.23  0.114
H  -5.01  -0.39  -1.84  0.085
H  3.59  -3.08  4.25  0.107
H  3.66  2.99  -1.12  0.109
C  5.05  1.37  -0.98  -0.078
C  0.69  -1.06  -4.83  -0.280
C  -2.84  0.90  -0.87  -0.138
C  -1.18  -0.20  2.51  -0.057
C  5.25  0.05  -0.59  -0.078
N  0.81  -0.91  -5.97  0.184
H  -1.55  -0.64  3.44  0.096
N  -0.64  -1.27  1.62  -0.305
H  1.86  3.10  1.60  0.099
H  -5.82  1.05  -2.49  0.084
C  0.54  -1.21  -3.41  -0.706
C  1.79  -1.51  1.83  -0.232
H  -2.20  -2.53  2.30  0.086
H  5.86  1.92  -1.44  0.104
H  0.02  3.05  -0.85  0.085
H  1.37  2.68  -1.93  0.050
N  1.45  1.80  -0.02  -0.273
C  4.21  -0.67  0.00  -0.024
C  -3.92  2.90  -1.78  -0.057
H  1.59  3.84  -0.61  0.090
C  2.89  -1.93  2.59  -0.011
H  -5.97  2.04  -0.17  0.083
C  -4.14  1.50  -1.20  -0.641
C  0.39  -3.61  -3.79  -0.280
N  1.83  -0.73  0.70  -0.103
H  -1.99  0.32  1.99  0.073
H  1.33  -3.83  4.93  0.103
C  3.81  1.97  -0.79  -0.020
S  0.59  0.21  -2.52  0.816
N  0.39  -4.52  -4.49  0.182
C  -4.85  0.62  -2.23  -0.053

# C26H29NO4

The molecule C26H29NO4 at a distorted geometry (wB97M-V/def2-TZVPD, OMol25).

Orbital gap   8.15 eV
Total charge   0
Energy above the lowest of the compared OMol25 structures with the same formula, charge and spin   1.508 eV
SMILES   Cc1ccc([C@H](c2c(C(C)(C)C)[nH]c3ccccc23)C2C(=O)OC(C)(C)OC2=O)cc1

Last column: Löwdin charge in e.
Element x y z (Å)
H  0.87  -3.27  -4.68  0.100
H  2.95  -2.66  3.05  0.091
C  -1.86  0.47  2.20  -0.038
H  -5.86  1.47  1.88  0.081
O  -1.08  -1.91  -3.38  0.077
C  0.85  -0.34  -2.15  -0.373
C  -0.55  2.67  0.78  -0.027
C  1.96  3.81  1.54  -0.018
H  -1.29  -0.53  -5.68  0.104
H  -4.73  -1.56  0.52  0.125
H  2.58  -1.04  3.67  0.091
H  -0.84  0.69  -4.43  0.102
H  4.91  -1.73  1.80  0.093
H  3.43  -2.83  0.36  0.092
C  -1.58  -0.33  1.06  -0.189
H  4.52  -0.22  2.62  0.084
C  2.86  -1.10  1.55  -0.535
C  2.11  0.19  1.34  -0.146
H  1.30  -1.98  2.82  0.090
H  4.74  -0.23  0.83  0.101
H  -5.95  0.17  3.10  0.081
H  2.90  4.23  1.92  0.106
N  2.70  1.40  1.57  0.141
C  -0.42  -0.52  -1.29  0.007
C  -4.21  0.08  1.84  -0.281
H  0.35  0.09  -5.66  0.100
H  0.86  5.71  1.52  0.096
H  2.78  -1.47  -0.60  0.087
C  2.38  -1.75  2.85  -0.033
O  -2.65  -1.11  -2.04  0.093
C  -0.50  -0.16  -5.02  0.026
H  1.70  -2.52  0.34  0.073
C  -3.19  0.69  2.58  -0.035
C  -0.40  4.06  0.96  -0.094
H  -2.30  -2.04  0.01  0.119
C  4.35  -0.78  1.70  -0.061
O  1.73  0.46  -1.87  0.121
C  -2.57  -1.16  0.59  -0.060
C  0.80  0.43  0.90  -0.100
H  -0.83  0.57  -1.30  0.189
C  0.81  4.63  1.37  -0.098
H  -6.28  -0.19  1.38  0.073
H  3.66  1.54  1.85  0.146
C  -0.05  -1.35  -4.19  -0.565
H  -0.35  -2.65  -5.84  0.097
H  -3.46  1.32  3.44  0.120
C  0.47  -2.38  -5.17  0.012
H  -1.29  4.70  0.79  0.103
H  1.25  -1.88  -5.73  0.097
C  1.82  2.44  1.34  -0.183
H  -1.52  2.21  0.53  0.110
C  -3.90  -0.96  0.94  -0.025
C  -0.24  -0.54  0.38  -0.111
C  0.58  1.85  0.99  -0.130
H  -1.08  0.85  2.84  0.117
O  1.06  -1.07  -3.32  0.060
C  -5.66  0.40  2.06  -0.064
H  0.12  -1.63  0.40  0.138
C  -1.44  -1.21  -2.24  -0.347
C  2.67  -2.03  0.35  -0.032